Entry from the Open Molecules 2025 dataset: a single C3H5ClN2O molecule in a non-equilibrium geometry (ωB97M-V/def2-TZVPD).

highest occupied orbital energy: -9.9 eV
structure (SMILES): [H]/N=C(\N)C(=O)CCl
gap between HOMO and LUMO: 9.4 eV
energy: -20739.46443 eV
ΔE to the lowest compared entry with this formula, charge and spin: 72.7 kcal/mol

XYZ file:
```
12
Properties=species:S:1:pos:R:3:forces:R:3
H 0.810482 -2.468370 0.780042 0.1 2.9 -1.0
N 0.491523 -1.421269 0.581112 3.6 -3.5 -0.4
C 1.235051 -0.483623 0.058754 1.4 -2.8 -0.7
N 2.596383 -0.339205 -0.501942 -2.2 -1.9 -1.3
C 0.418529 0.669730 0.168721 -0.1 6.1 1.8
O 0.972560 1.829617 0.123324 -3.1 -4.4 -0.1
C -1.100868 0.292424 0.751188 2.0 2.1 1.6
Cl -2.147799 -0.153733 -0.519809 -1.1 0.2 -1.3
H 2.719851 0.573834 -1.097959 -0.6 -2.5 1.5
H 2.761911 -1.294747 -1.046887 0.0 3.1 1.3
H -1.147150 -0.573474 1.429033 0.6 1.0 -0.3
H -1.344611 1.191421 1.359764 -0.6 -0.3 -1.0
```
Positions in Å, forces in eV/Å.